Entry 1:
ORCA calculation (ωB97M-V/def2-TZVPD) on 9 unconnected molecules or ions with the total composition C45H77Br2FN13O4.

Structure (XYZ):
```
142
Properties=species:S:1:pos:R:3:forces:R:3
C -2.8673 4.2857 -0.9174 -0.4 -0.3 0.0
C -1.6797 3.5952 -0.1756 -0.2 0.4 -0.2
C -1.4860 2.0991 -0.6233 0.6 2.3 -0.5
N -1.2435 1.2080 0.5155 -3.3 0.3 -2.0
C -2.2601 0.5741 1.1049 2.5 -0.5 1.1
C -3.7113 0.6075 0.7339 -0.9 -0.5 0.4
O -3.8747 0.0946 -0.5778 1.9 -0.2 -0.2
O -5.1957 0.3647 -0.9217 -1.8 0.5 0.2
N -1.7300 -0.1135 2.1177 -1.3 -1.4 1.4
C -0.4013 0.0373 2.1910 -1.0 1.6 -2.4
N 0.4668 -0.4679 3.0310 0.1 -1.4 1.4
C -0.1265 -1.3220 4.1076 -1.2 -0.7 0.0
C -0.3662 -2.7848 3.6433 0.1 0.0 0.6
C 1.8986 -0.2686 3.0102 0.8 1.0 0.4
Br 2.9117 -1.8156 3.7227 -0.4 0.2 -0.7
C 2.3937 1.0037 3.8201 1.0 -0.5 0.7
C 2.9723 0.7288 5.2415 -0.4 1.1 0.2
Br 1.0298 2.4014 4.0100 0.0 -0.3 -0.2
N -0.1078 0.8870 1.1380 1.8 -0.5 -0.2
C 1.0655 1.5298 0.5907 1.7 -1.2 -0.4
O 1.2631 2.6500 0.7892 -0.2 3.2 0.5
N 2.0167 0.8026 -0.2227 -1.1 -0.7 0.9
C 1.6841 0.9132 -1.5991 0.9 1.1 0.6
O 1.0662 0.1067 -2.1394 -1.8 -2.9 -1.8
F 2.0767 1.9691 -2.2704 0.7 1.0 0.9
H -3.5150 4.8361 -0.2155 0.4 -0.1 -0.3
H -3.5373 3.5602 -1.4201 0.4 0.2 0.2
H -2.5287 4.9745 -1.7057 -0.1 -0.2 0.4
H -1.8230 3.6516 0.9180 0.0 -0.2 -0.4
H -0.7858 4.2021 -0.3968 -0.1 -0.5 0.3
H -0.6852 2.1027 -1.3790 -0.1 -0.6 0.4
H -2.4093 1.8279 -1.1568 0.5 -0.6 0.6
H -4.2399 -0.0742 1.4245 0.3 0.4 0.0
H -4.1709 1.6068 0.8142 0.4 -0.2 -0.1
H -5.2723 0.1516 -1.8649 0.5 0.0 0.1
H 0.4350 -1.2479 5.0445 0.1 0.1 -0.5
H -1.1241 -0.9319 4.3541 0.6 0.3 -0.2
H -1.1812 -3.1995 4.2615 0.3 0.2 -0.2
H 0.5131 -3.4216 3.8228 -0.3 0.2 -0.4
H -0.7086 -2.8525 2.5993 0.3 0.1 0.3
H 2.3250 -0.1786 1.9997 -0.6 -0.1 0.3
H 3.2203 1.4458 3.2390 -0.6 0.0 0.0
H 4.0300 0.4243 5.2213 -0.5 -0.3 -0.1
H 2.3504 0.0659 5.8609 0.3 0.0 -0.3
H 2.9717 1.7046 5.7614 0.0 -0.4 -0.2
H 1.8628 -0.1874 -0.0133 0.2 0.1 -0.5
C 4.2688 4.8937 -6.3519 0.0 0.0 0.0
C 4.0363 4.6092 -4.8723 0.2 -0.1 -0.2
C 2.5713 4.7782 -4.4563 0.2 0.4 -0.1
C 2.1279 6.1658 -4.6977 0.3 -1.8 0.4
N 1.7876 7.2350 -4.8792 -0.4 1.4 -0.2
H 4.0270 5.9273 -6.6044 -0.1 0.0 0.0
H 5.3162 4.7333 -6.6093 0.0 0.0 0.0
H 3.6614 4.2362 -6.9778 0.0 0.0 0.0
H 4.6674 5.2753 -4.2784 -0.1 -0.1 0.0
H 4.3515 3.5867 -4.6514 -0.1 0.0 0.1
H 2.4527 4.5511 -3.3952 -0.1 0.0 0.0
H 1.9323 4.0974 -5.0217 0.0 0.1 0.0
C -1.3139 0.1675 -5.8136 0.0 0.0 -0.1
C -1.4516 -0.0795 -4.3193 0.2 0.0 -0.2
C -2.8978 0.0469 -3.8301 0.1 0.3 -0.1
C -3.4061 1.4109 -4.0758 0.4 -1.7 0.4
N -3.7938 2.4657 -4.2518 -0.4 1.4 -0.1
H -1.6129 1.1819 -6.0842 -0.1 0.0 0.0
H -0.2779 0.0408 -6.1312 0.0 0.0 0.0
H -1.9301 -0.5382 -6.3742 0.0 0.1 -0.1
H -0.8178 0.6242 -3.7751 -0.1 -0.1 0.1
H -1.0847 -1.0828 -4.0910 -0.1 0.0 0.1
H -2.9502 -0.1587 -2.7582 -0.1 0.0 0.0
H -3.5399 -0.6704 -4.3455 0.0 0.1 -0.1
C 4.9326 -3.6805 6.8418 -0.1 -0.2 0.0
C 4.7038 -3.8681 8.3352 0.2 0.0 -0.2
C 3.2217 -3.7936 8.7184 0.2 0.4 0.0
C 2.6658 -2.4726 8.3546 0.4 -1.7 0.5
N 2.2370 -1.4576 8.0706 -0.5 1.3 -0.4
H 4.6065 -2.6941 6.5087 0.0 0.0 0.0
H 5.9891 -3.7671 6.6046 0.0 0.0 0.0
H 4.3905 -4.4372 6.2653 0.0 0.0 0.0
H 5.2657 -3.1057 8.8794 -0.1 0.0 0.1
H 5.1017 -4.8377 8.6414 -0.1 0.0 0.1
H 3.1000 -3.9434 9.7918 -0.1 0.1 0.0
H 2.6529 -4.5690 8.2024 0.0 0.1 0.0
C 8.2710 -2.6459 2.2756 0.0 0.0 0.0
C 7.1152 -1.6567 2.1723 0.1 -0.2 -0.2
C 7.1308 -0.6032 3.2843 -0.1 -0.4 0.1
C 7.0196 -1.2515 4.6070 0.1 1.0 -1.5
N 6.9336 -1.7506 5.6254 0.0 -0.5 1.1
H 8.2253 -3.2211 3.2019 0.0 0.1 0.0
H 8.2371 -3.3573 1.4498 0.0 0.0 0.0
H 9.2328 -2.1301 2.2390 0.0 0.0 0.0
H 6.1710 -2.2075 2.2002 0.0 0.1 0.0
H 7.1635 -1.1509 1.2054 -0.1 0.1 0.1
H 6.2955 0.0882 3.1609 0.0 0.0 0.1
H 8.0553 -0.0247 3.2515 0.0 0.0 0.1
C 2.7439 5.2374 -0.2311 0.0 0.1 0.1
C 3.4585 6.5749 -0.3834 -0.3 -0.1 0.0
C 4.7473 6.4639 -1.2026 0.1 -0.1 0.4
C 5.6905 5.5375 -0.5431 -1.0 1.2 -1.0
N 6.4089 4.8222 -0.0286 0.8 -1.0 0.7
H 3.3595 4.5164 0.3093 0.0 0.0 -0.1
H 1.8179 5.3595 0.3326 0.0 0.0 0.0
H 2.4930 4.8122 -1.2075 0.0 0.0 0.1
H 3.6839 6.9729 0.6083 0.1 0.0 -0.1
H 2.7891 7.2874 -0.8699 0.1 0.0 0.0
H 5.2204 7.4416 -1.2976 0.1 -0.1 0.0
H 4.5327 6.0938 -2.2070 0.1 0.0 0.0
C -6.7907 -4.4300 -6.0492 -0.1 0.1 0.0
C -5.4166 -4.8448 -5.5414 -0.3 -0.1 -0.1
C -4.5702 -3.6568 -5.0715 0.0 0.0 -0.4
C -4.3453 -2.7132 -6.1867 -0.2 -1.1 1.5
N -4.1810 -2.0005 -7.0579 0.2 0.9 -1.0
H -6.7168 -3.7810 -6.9247 0.0 0.0 0.1
H -7.3618 -5.3074 -6.3429 0.0 0.0 0.1
H -7.3536 -3.9001 -5.2757 0.0 0.0 0.0
H -4.8918 -5.3803 -6.3347 0.1 0.0 0.1
H -5.5389 -5.5427 -4.7108 0.1 0.0 0.0
H -3.6028 -4.0045 -4.7055 0.0 0.1 0.0
H -5.0708 -3.1285 -4.2569 0.0 0.0 0.0
C -9.7379 -5.6614 -8.8797 0.0 0.0 0.0
C -9.3996 -6.9417 -9.6357 -0.1 0.3 0.0
C -9.0434 -8.1068 -8.7068 0.3 0.3 -0.1
C -7.8597 -7.7695 -7.8906 -1.5 -0.7 -0.9
N -6.9483 -7.5099 -7.2621 1.2 0.3 0.7
H -8.8865 -5.3011 -8.2993 0.0 0.0 0.0
H -10.0130 -4.8697 -9.5774 0.0 0.0 0.0
H -10.5768 -5.8185 -8.1977 0.0 0.0 0.0
H -8.5670 -6.7448 -10.3148 0.0 -0.1 0.0
H -10.2543 -7.2293 -10.2512 0.1 -0.1 0.0
H -8.8230 -9.0010 -9.2907 0.0 0.0 0.1
H -9.8773 -8.3349 -8.0410 0.1 0.0 0.0
C 0.2237 2.9205 8.2135 0.0 0.0 0.0
C -1.0507 2.4561 8.9111 0.2 0.3 -0.1
C -1.0754 0.9448 9.1601 -0.1 0.1 -0.3
C -0.9979 0.2150 7.8810 -0.1 0.7 1.7
N -0.9386 -0.3444 6.8938 0.0 -0.6 -1.3
H 0.3236 2.4745 7.2214 0.0 -0.1 0.0
H 0.2122 4.0034 8.0831 0.0 0.0 0.0
H 1.1085 2.6587 8.7980 0.0 0.0 0.0
H -1.9137 2.7441 8.3061 0.0 -0.1 0.1
H -1.1432 2.9735 9.8679 -0.1 -0.1 0.0
H -1.9960 0.6607 9.6712 0.0 -0.1 0.0
H -0.2341 0.6456 9.7874 0.0 -0.1 -0.1
```
Forces are in eV/Å.

Kohn-Sham gap = 9.199 eV
total energy = -8021.12424 a.u.
net charge = +1
M = 1043.00 g/mol
strongest force on any atom = 3.9 eV/Å

Entry 2:
ORCA calculation (ωB97M-V/def2-TZVPD) on 9 unconnected molecules or ions with the total composition C45H77NO20P.

Structure (XYZ):
```
144
Properties=species:S:1:pos:R:3:forces:R:3
C 4.3801 0.3900 0.1763 -0.3 -0.2 0.1
C 4.3467 1.6264 -0.9494 -0.5 -0.3 2.2
O 4.9125 1.0894 -2.2008 -2.4 1.3 -1.9
P 4.0406 1.6374 -3.6071 -0.1 4.1 -0.7
O 3.4231 3.0854 -3.4476 1.6 -4.9 -0.1
C 2.6419 0.3591 -4.0123 0.6 -0.8 -0.4
C 1.6793 0.8483 -5.2800 -0.1 -0.5 0.3
C 0.1607 0.1826 -5.0666 0.7 -0.2 0.5
C -0.6859 0.9626 -3.8809 0.4 -2.9 0.4
C -2.0262 0.1001 -3.3736 0.2 1.8 -0.2
O -2.3947 0.7325 -2.0633 0.3 0.3 -2.0
C -2.9250 2.0882 -2.2735 -1.6 -0.6 -0.2
C -2.0204 3.0473 -3.2496 -1.7 2.3 2.1
C -1.1447 4.0379 -2.2856 0.9 1.1 0.2
C 0.4796 3.8496 -2.3670 -0.2 1.3 0.6
N -1.2379 2.3207 -4.3198 -0.1 -0.8 -0.7
O 5.2035 1.7470 -4.9457 -1.5 -0.5 3.9
C 6.4019 2.3397 -4.3008 2.3 0.8 0.4
C 7.3982 3.0813 -5.3803 -0.4 -0.9 -0.4
H 4.9170 -0.5822 -0.2584 -1.0 2.4 0.9
H 4.8925 0.7370 1.1894 -1.0 -0.8 -2.3
H 3.2830 0.0602 0.4588 2.2 0.7 -0.6
H 4.9965 2.5366 -0.5504 -1.4 -1.9 -1.1
H 3.2239 1.9930 -1.0471 2.5 -0.7 -0.1
H 3.1605 -0.6799 -4.2784 -1.2 2.2 0.6
H 2.0488 0.2029 -3.0121 1.1 0.5 -1.9
H 2.1771 0.4031 -6.2691 -1.2 1.3 2.2
H 1.6207 2.0299 -5.3134 0.3 -2.4 0.0
H -0.4479 0.1043 -6.0630 1.2 0.3 2.1
H 0.3793 -0.9286 -4.6894 -0.8 2.4 -0.7
H 0.0184 1.0132 -2.9482 -1.5 0.5 -1.8
H -2.9105 0.3228 -4.1206 1.6 -0.8 1.2
H -1.8219 -1.0493 -3.2822 -0.4 2.4 0.1
H -4.0226 1.9828 -2.7263 2.3 0.2 0.7
H -3.0949 2.5530 -1.1871 0.8 -0.9 -2.6
H -2.7947 3.7478 -3.8287 1.7 -1.7 1.2
H -1.4628 4.0051 -1.1384 0.4 -0.3 -2.7
H -1.3718 5.1580 -2.6277 0.5 -2.5 0.7
H 0.8813 2.7989 -2.0455 -0.8 2.0 -0.9
H 0.8300 4.2149 -3.4221 -0.3 -1.1 2.0
H 0.9427 4.6253 -1.5865 -1.0 -1.7 -1.8
H -1.9374 2.0929 -5.0898 1.0 0.4 0.5
H -0.5054 2.9222 -4.8044 -1.0 -0.7 1.1
H 6.9948 1.4578 -3.8072 -1.1 1.8 -0.8
H 6.1146 3.1115 -3.4624 0.4 -1.5 -1.7
H 8.1597 3.7818 -4.8299 -1.7 -1.5 -1.0
H 7.9975 2.2246 -5.9503 -1.3 2.0 1.1
H 6.7720 3.6849 -6.1752 1.2 -1.2 1.7
O -5.8743 -2.4022 -2.2409 0.7 -0.4 1.7
C -5.4340 -2.3233 -1.1059 -1.0 -0.2 -1.7
O -5.4370 -3.3501 -0.2060 -0.1 0.3 -1.1
C -4.9491 -2.8752 1.0479 0.1 -0.1 0.8
C -4.1395 -1.6478 0.7206 0.6 0.6 0.4
C -4.8585 -1.0887 -0.4809 0.4 0.1 0.1
H -5.8048 -2.6491 1.6927 0.1 0.0 -0.1
H -4.3411 -3.6499 1.5243 -0.3 0.0 -0.2
H -4.0681 -0.9443 1.5544 0.0 -0.3 -0.1
H -3.1213 -1.9400 0.4361 -0.1 0.0 0.1
H -5.6747 -0.4205 -0.1923 0.0 0.0 -0.2
H -4.1690 -0.5862 -1.1631 -0.4 0.0 0.0
O -4.4586 -1.8148 3.8099 1.8 -0.2 -0.2
C -3.3532 -2.2173 4.1330 -1.3 0.3 -0.5
O -2.2573 -2.1945 3.3189 -1.4 0.4 0.2
C -1.1697 -2.8399 3.9794 0.9 -0.1 -0.2
C -1.5016 -2.7761 5.4473 0.5 -0.1 0.7
C -3.0077 -2.8461 5.4488 0.2 0.2 0.4
H -1.1002 -3.8696 3.6133 0.0 0.1 0.0
H -0.2364 -2.3180 3.7491 -0.6 -0.1 -0.2
H -1.0261 -3.5688 6.0310 0.0 0.1 -0.2
H -1.1784 -1.8123 5.8592 0.0 -0.1 0.0
H -3.3671 -3.8789 5.4568 -0.2 0.1 0.1
H -3.4348 -2.2807 6.2803 -0.3 -0.3 -0.2
O -6.7288 -6.2541 6.6164 0.2 1.8 -0.6
C -6.9017 -5.1929 6.0401 0.0 -1.7 1.1
O -6.1553 -4.0699 6.2543 0.0 -1.0 0.2
C -6.7019 -2.9925 5.4953 0.0 1.0 -0.1
C -7.4897 -3.6445 4.3893 -0.3 0.3 -0.8
C -7.9804 -4.9142 5.0376 -0.1 0.0 -0.5
H -7.3331 -2.3863 6.1536 0.0 -0.1 0.0
H -5.8926 -2.3677 5.1063 -0.2 -0.3 0.3
H -8.2930 -3.0120 4.0023 0.2 0.0 0.1
H -6.8223 -3.8924 3.5549 -0.1 0.1 0.1
H -8.9270 -4.7629 5.5638 0.0 -0.2 0.0
H -8.0653 -5.7276 4.3133 -0.2 -0.1 0.4
O 1.5214 -3.2809 4.1562 1.0 -0.5 1.8
C 1.9616 -3.2020 5.2911 -0.8 -0.3 -1.5
O 1.9586 -4.2288 6.1911 -0.2 0.4 -1.1
C 2.4465 -3.7539 7.4449 0.1 -0.2 0.8
C 3.2561 -2.5265 7.1177 0.7 0.5 0.5
C 2.5371 -1.9673 5.9161 0.5 0.2 0.1
H 1.5909 -3.5277 8.0898 0.0 0.0 -0.1
H 3.0545 -4.5285 7.9214 -0.3 0.0 -0.2
H 3.3275 -1.8230 7.9514 0.0 -0.2 -0.1
H 4.2743 -2.8186 6.8332 -0.2 0.0 0.1
H 1.7210 -1.2992 6.2047 0.0 0.0 -0.2
H 3.2267 -1.4648 5.2339 -0.4 0.0 -0.1
O 8.6505 3.7849 -2.4450 0.6 -0.6 1.7
C 8.8577 3.1839 -1.4039 0.0 0.8 -1.6
O 9.7846 3.5546 -0.4724 -0.6 0.2 -0.9
C 9.8327 2.5692 0.5583 0.4 -0.2 0.7
C 8.5078 1.8559 0.4888 -0.5 -0.5 0.6
C 8.1759 1.9182 -0.9806 -0.4 -0.1 0.3
H 10.6763 1.8992 0.3620 -0.1 0.1 0.0
H 9.9840 3.0554 1.5265 0.1 0.1 -0.3
H 8.5454 0.8382 0.8862 0.1 0.2 0.0
H 7.7555 2.4143 1.0591 0.1 -0.1 0.0
H 8.6080 1.0781 -1.5314 -0.1 0.1 -0.1
H 7.0977 1.9767 -1.1463 0.3 -0.1 -0.4
O 8.4327 10.0514 -0.8765 0.2 -1.9 -0.6
C 8.8315 8.9903 -1.3273 -0.7 1.9 1.1
O 8.2023 7.7921 -1.1468 0.0 1.0 0.1
C 8.9999 6.7541 -1.7144 -0.1 -0.8 -0.1
C 9.8819 7.4382 -2.7258 0.5 -0.3 -0.7
C 10.0937 8.7992 -2.1125 0.2 -0.1 -0.5
H 9.5765 6.2792 -0.9137 0.0 0.0 -0.1
H 8.3530 6.0038 -2.1784 0.1 0.3 0.3
H 10.8114 6.8973 -2.9222 -0.2 0.0 0.0
H 9.3443 7.5433 -3.6761 0.1 -0.1 0.1
H 10.9458 8.8086 -1.4272 -0.1 0.2 0.0
H 10.2029 9.5714 -2.8775 0.1 0.1 0.4
O -2.5042 2.3826 -7.0250 -0.3 -0.5 -0.7
C -2.3599 1.7080 -8.0311 -0.8 0.2 0.5
O -3.3316 1.5065 -8.9688 0.7 0.8 1.5
C -2.8545 0.5834 -9.9466 -0.2 -0.6 -0.8
C -1.3524 0.6498 -9.8569 0.7 -0.2 -0.6
C -1.1216 0.9470 -8.3968 0.4 0.1 -0.4
H -3.2417 -0.4121 -9.7055 0.0 0.1 0.0
H -3.2174 0.8746 -10.9367 -0.1 0.0 0.3
H -0.8597 -0.2636 -10.2007 -0.1 0.1 0.0
H -0.9809 1.4839 -10.4646 -0.1 -0.2 0.1
H -1.0737 0.0332 -7.7981 0.0 0.1 -0.1
H -0.2265 1.5554 -8.2479 -0.1 -0.2 0.3
O -11.7495 -5.4111 5.5362 0.7 -0.5 1.8
C -11.5423 -6.0121 6.5774 -0.2 0.9 -1.9
O -10.6154 -5.6414 7.5088 -0.5 0.3 -0.8
C -10.5673 -6.6268 8.5395 0.5 -0.3 0.7
C -11.8922 -7.3401 8.4700 -0.5 -0.5 0.6
C -12.2241 -7.2779 7.0006 -0.4 -0.2 0.3
H -9.7237 -7.2968 8.3432 0.0 0.1 0.0
H -10.4160 -6.1407 9.5077 0.1 0.1 -0.3
H -11.8546 -8.3579 8.8674 0.1 0.2 0.0
H -12.6445 -6.7817 9.0404 0.1 -0.1 -0.1
H -11.7920 -8.1180 6.4498 -0.1 0.1 -0.1
H -13.3023 -7.2194 6.8350 0.3 -0.1 -0.3
```
Forces are in eV/Å.

Kohn-Sham gap = 8.819 eV
total energy = -3661.46486 a.u.
net charge = +1
M = 983.07 g/mol
strongest force on any atom = 5.1 eV/Å